Record 1
{"formula": "C27H46BrNOP2PtS", "method": "ωB97M-V/def2-TZVPD", "e_homo_ha": [-0.6594, -0.7064], "gap_ev": [6.72, 4.16], "charge": 4, "e_above_lowest_kcal_mol": 23.3, "multiplicity": 5, "total_energy_ev": -134939.355, "symbols": ["N", "C", "C", "C", "C", "C", "C", "Pt", "P", "C", "C", "C", "C", "C", "C", "C", "Br", "H", "H", "H", "H", "H", "H", "H", "H", "H", "H", "P", "C", "C", "H", "H", "H", "H", "H", "C", "C", "H", "H", "H", "H", "H", "C", "C", "H", "H", "H", "H", "H", "C", "C", "H", "H", "H", "H", "H", "C", "C", "H", "H", "H", "H", "H", "C", "C", "H", "H", "H", "H", "H", "C", "S", "C", "O", "H", "H", "H", "H", "H", "H"], "coordinates": [[-4.698770, 3.192297, -3.995862], [-4.677414, 3.404673, -2.676506], [-3.874257, 2.633986, -1.818545], [-2.988760, 1.682680, -2.392989], [-3.074970, 1.430777, -3.782509], [-3.963297, 2.220144, -4.530559], [-1.883512, 1.252121, -1.539254], [0.082596, 0.142610, -0.899139], [2.156336, -0.368828, -0.613009], [-0.560192, 1.815488, -1.716164], [-0.086156, 2.717249, -0.602874], [0.932430, 3.623274, -0.931291], [1.146736, 4.709631, -0.092718], [0.501369, 4.704453, 1.157778], [-0.462715, 3.772231, 1.542710], [-0.696648, 2.704583, 0.666794], [0.770593, 6.154899, 2.284894], [-2.165204, 0.816796, -0.570897], [-0.255442, 2.068611, -2.740343], [-3.842566, 2.859033, -0.750799], [-2.423055, 0.698936, -4.255175], [-5.290229, 4.216464, -2.274125], [-4.048656, 2.077752, -5.615437], [1.489939, 3.462412, -1.857162], [-1.322305, 1.874723, 1.015093], [1.798763, 5.529040, -0.390602], [-1.013257, 3.869674, 2.475493], [-0.647024, -2.006528, -0.501569], [3.101256, 1.185377, -0.432046], [4.626155, 1.122998, -0.522187], [2.771734, 1.595627, 0.536015], [2.723104, 1.872022, -1.206474], [5.011422, 2.123657, -0.283060], [5.070255, 0.442341, 0.210647], [4.970018, 0.849987, -1.529987], [2.984564, -1.260985, -2.001773], [4.274559, -2.046138, -1.723293], [3.172715, -0.490491, -2.768333], [2.232567, -1.954777, -2.417548], [4.581670, -2.505645, -2.675295], [5.118848, -1.421275, -1.394250], [4.128066, -2.855009, -0.994349], [2.481955, -1.390178, 0.880820], [3.854880, -1.346218, 1.527011], [2.256375, -2.423282, 0.575782], [1.710821, -1.115334, 1.615740], [3.852353, -2.027411, 2.383623], [4.640473, -1.697692, 0.851426], [4.110420, -0.348608, 1.890705], [-0.516095, -2.684393, 1.219969], [-1.360363, -3.925185, 1.519082], [-0.754653, -1.866613, 1.918222], [0.533687, -2.944596, 1.399885], [-2.435514, -3.750570, 1.419064], [-1.086194, -4.766538, 0.872310], [-1.188787, -4.248586, 2.554791], [0.065758, -3.333788, -1.563832], [0.046950, -3.169811, -3.088227], [-0.483771, -4.244807, -1.295314], [1.095269, -3.459134, -1.215469], [-0.914671, -3.466497, -3.522909], [0.282942, -2.155434, -3.428741], [0.792081, -3.847352, -3.521857], [-2.433286, -2.152041, -0.848047], [-3.305340, -1.479724, 0.217353], [-2.650452, -3.235191, -0.930667], [-2.603550, -1.718665, -1.845559], [-3.932831, -0.705156, -0.234803], [-3.979991, -2.204614, 0.698671], [-2.725400, -1.002493, 1.019664], [-2.180816, 1.133776, 5.302315], [-0.715072, 0.729837, 4.336148], [-0.011953, -0.515003, 5.436079], [-1.173246, 0.025553, 3.095222], [-1.898319, 1.151374, 6.357795], [-2.945473, 0.378087, 5.108489], [-2.510599, 2.127287, 4.983765], [-0.173702, -0.211684, 6.476557], [-0.479751, -1.481471, 5.213053], [1.064577, -0.544693, 5.228582]], "atomic_forces_ev_per_a": [[2.40, -2.56, 2.66], [-1.12, 1.04, 0.19], [0.30, -0.31, -1.22], [-0.63, 0.76, -0.89], [-0.22, 0.98, 1.13], [-0.41, 0.21, -1.98], [-0.49, -0.49, 0.61], [-1.51, -2.67, 0.17], [3.61, -0.69, 0.07], [0.75, 3.26, 0.14], [-0.58, -1.85, -1.95], [0.42, 1.50, 0.44], [0.34, -1.26, -0.84], [-0.48, 1.70, 0.40], [0.02, -1.73, -0.99], [-0.37, 1.04, 1.68], [0.14, -0.07, -0.04], [-0.17, 0.41, -0.09], [-0.14, 0.15, 0.45], [-0.21, 0.09, -0.43], [-0.37, 0.20, -0.21], [0.08, -0.16, -0.15], [-0.01, 0.00, 0.27], [-0.37, 0.51, 0.14], [-0.06, 0.50, -0.45], [0.01, -0.25, 0.26], [0.33, 0.00, -0.11], [0.00, -2.03, 0.25], [-0.49, 0.26, 0.17], [0.37, 0.07, 0.08], [0.13, 0.07, -0.16], [0.12, -0.30, 0.24], [-0.04, -0.24, -0.21], [-0.11, 0.16, -0.34], [-0.11, 0.13, 0.36], [-0.69, 0.07, -0.37], [0.33, -0.08, 0.03], [-0.16, -0.23, 0.15], [0.34, 0.36, 0.04], [-0.12, 0.08, 0.34], [-0.44, -0.21, -0.09], [0.02, 0.20, -0.25], [-0.75, -0.06, -0.03], [0.44, -0.07, 0.10], [0.07, 0.24, 0.01], [0.17, -0.03, -0.13], [0.00, 0.12, -0.08], [-0.16, 0.18, 0.21], [-0.02, -0.15, -0.01], [0.26, 0.15, 0.18], [-0.24, -0.23, -0.06], [0.07, -0.29, -0.32], [-0.29, 0.14, -0.13], [0.19, -0.02, -0.01], [-0.08, 0.15, 0.16], [0.03, 0.10, -0.29], [0.16, 0.19, 0.20], [-0.15, -0.06, -0.20], [0.19, 0.12, 0.09], [-0.03, -0.13, 0.03], [0.13, 0.17, 0.17], [-0.03, -0.09, 0.09], [-0.15, 0.16, 0.07], [-0.01, 0.17, -0.33], [-0.47, 0.13, 0.16], [0.19, 0.51, 0.03], [-0.04, -0.23, 0.22], [-0.04, -0.14, 0.13], [0.23, 0.33, -0.21], [-0.06, -0.11, -0.12], [-0.35, 1.13, -0.23], [-1.28, -1.66, 1.07], [1.29, -0.15, -0.15], [0.46, 0.77, 0.14], [0.08, 0.08, -0.18], [0.19, -0.05, -0.10], [-0.17, -0.19, 0.17], [0.00, 0.08, -0.30], [-0.06, 0.31, -0.04], [-0.20, -0.20, 0.15]], "mulliken_charge": [0.094, -0.514, -0.356, -0.538, -0.185, -0.526, -0.444, 1.232, 0.159, 0.243, 0.301, -0.359, -0.889, 0.184, -0.971, 0.352, 0.015, 0.221, 0.808, 0.460, 0.535, 0.423, 0.436, 0.521, 0.264, 0.507, 0.612, 0.030, -0.002, -1.540, 0.439, 0.123, 0.458, 0.325, 0.334, -0.175, -1.468, 0.524, 0.031, 0.462, 0.288, 0.333, 0.032, -1.898, 0.259, 0.317, 0.466, 0.296, 0.396, 0.608, -1.435, -0.427, 0.428, 0.307, 0.359, 0.416, -0.744, -1.516, 0.657, 0.481, 0.372, 0.316, 0.422, -0.507, -1.209, 0.660, 0.462, 0.314, 0.397, 0.173, -0.992, 0.759, -1.021, -0.311, 0.476, 0.381, 0.353, 0.466, 0.357, 0.383]}

***

Record 2
{"formula": "C14H18NOsS3", "method": "ωB97M-V/def2-TZVPD", "e_homo_ha": -0.7408, "gap_ev": 6.51, "charge": 3, "e_above_lowest_kcal_mol": 12.4, "multiplicity": 1, "total_energy_ev": -51241.939, "symbols": ["Os", "C", "C", "S", "C", "C", "S", "C", "C", "S", "H", "H", "H", "H", "H", "H", "H", "H", "H", "H", "H", "H", "C", "C", "C", "C", "C", "C", "C", "C", "N", "H", "H", "H", "H", "H", "H"], "coordinates": [[-0.616168, -0.325052, -0.690214], [-3.492883, -0.943804, 0.598438], [-3.396423, 0.528103, 0.946676], [-1.889463, 1.358658, 0.277951], [-0.998458, 1.777238, 1.834932], [0.481911, 1.528124, 1.673506], [0.866306, -0.137042, 1.055218], [0.237478, -1.314448, 2.307404], [-1.263344, -1.583157, 2.306603], [-1.900503, -1.821729, 0.610550], [-3.859194, -1.100697, -0.418552], [-4.185111, -1.465230, 1.262728], [-3.408682, 0.721634, 2.018069], [-4.248689, 1.056501, 0.518224], [-1.434904, 1.204905, 2.647818], [-1.180974, 2.833740, 2.036529], [1.027287, 1.699340, 2.604338], [0.924652, 2.181224, 0.918671], [0.569509, -0.940635, 3.278887], [0.807062, -2.224282, 2.110116], [-1.843449, -0.808173, 2.799379], [-1.456832, -2.522359, 2.827606], [-0.504837, 0.723959, -2.527835], [0.843049, 0.364624, -2.317871], [1.861528, 1.349126, -2.053735], [3.168562, 0.970241, -1.945319], [3.504001, -0.402943, -2.022962], [2.516868, -1.408684, -2.228071], [1.219399, -1.024729, -2.392003], [4.858329, -0.797224, -1.874577], [5.955851, -1.131308, -1.746696], [-1.179880, 0.019627, -3.052241], [-0.804101, 1.761746, -2.623428], [1.582339, 2.395260, -1.994603], [3.956200, 1.700044, -1.803120], [2.818432, -2.447346, -2.289761], [0.465133, -1.775252, -2.652653]], "atomic_forces_ev_per_a": [[0.07, -0.83, -0.06], [-0.02, -0.01, -0.10], [-0.15, 0.15, 0.00], [0.10, -0.14, -0.07], [0.05, 0.09, -0.02], [-0.01, 0.04, 0.07], [0.00, 0.30, -0.05], [-0.11, -0.06, 0.06], [0.09, -0.04, 0.09], [0.00, 0.12, 0.07], [-0.04, -0.01, 0.01], [0.06, -0.03, 0.04], [0.00, -0.05, 0.01], [0.01, 0.04, 0.00], [0.06, -0.01, 0.04], [-0.06, 0.01, -0.10], [-0.02, -0.12, 0.02], [0.01, 0.04, 0.04], [0.01, 0.01, 0.00], [-0.02, -0.01, -0.02], [0.03, 0.04, -0.03], [0.01, 0.00, 0.03], [-0.37, 0.54, -0.10], [0.19, -0.03, 0.07], [-0.21, -0.11, -0.04], [0.20, -0.23, 0.04], [-0.14, 0.13, -0.01], [0.20, 0.05, 0.11], [-0.18, 0.07, -0.15], [0.38, -0.13, -0.01], [-0.30, 0.10, -0.01], [0.09, -0.03, 0.10], [0.06, 0.04, 0.00], [0.00, 0.01, -0.03], [-0.01, -0.01, 0.01], [-0.01, 0.02, 0.00], [0.05, 0.03, -0.03]], "mulliken_charge": [0.633, -0.709, -0.661, 0.053, -0.604, -0.799, 0.059, -0.845, -0.548, -0.045, 0.435, 0.453, 0.469, 0.482, 0.328, 0.554, 0.572, 0.319, 0.512, 0.458, 0.271, 0.551, -1.296, 1.111, -0.338, -0.781, 0.792, -0.810, -0.415, -0.386, -0.180, 0.536, 0.423, 0.572, 0.549, 0.589, 0.694]}

***

Record 3
{"formula": "C4H9NO", "method": "ωB97M-V/def2-TZVPD", "e_homo_ha": -0.3333, "gap_ev": 9.95, "charge": 0, "e_above_lowest_kcal_mol": 77.7, "multiplicity": 1, "total_energy_ev": -7828.951, "symbols": ["C", "C", "N", "C", "C", "H", "H", "H", "H", "H", "H", "H", "O", "H", "H"], "coordinates": [[0.952638, -0.250143, 1.018716], [0.220935, 0.067101, -0.035775], [-0.112448, 1.216259, -0.790437], [-1.089080, 0.085181, -0.635021], [-2.211523, 0.382868, 0.323568], [0.823546, -1.187056, 1.549460], [1.735683, 0.415704, 1.364234], [0.281934, 1.203296, -1.730129], [-1.328480, -0.479691, -1.534731], [-2.664737, -0.544843, 0.687324], [-1.792043, 0.915243, 1.183656], [-2.976587, 1.008220, -0.140182], [2.879170, -1.232332, -0.329066], [1.974865, -1.075861, -0.639495], [3.203037, -0.334655, -0.189437]], "atomic_forces_ev_per_a": [[-0.40, 0.25, 0.03], [-0.18, 0.27, 0.72], [0.07, 0.23, -0.11], [-0.29, -0.20, -0.02], [-0.15, 0.03, 0.01], [-0.11, 0.17, -0.07], [0.04, -0.14, -0.12], [0.04, -0.04, 0.17], [0.14, 0.00, 0.16], [-0.01, 0.12, -0.08], [-0.16, -0.05, -0.16], [-0.04, -0.09, 0.01], [0.53, -0.13, -0.62], [0.42, -0.23, 0.14], [0.11, -0.19, -0.04]], "mulliken_charge": [-0.894, 0.358, -0.571, 0.079, -1.255, 0.223, 0.351, 0.252, 0.400, 0.315, 0.323, 0.322, -0.645, 0.413, 0.330]}

***

Record 4
{"formula": "C4H6O2", "method": "ωB97M-V/def2-TZVPD", "e_homo_ha": -0.3586, "gap_ev": 9.98, "charge": 0, "e_above_lowest_kcal_mol": 125.8, "multiplicity": 1, "total_energy_ev": -8335.007, "symbols": ["O", "C", "C", "C", "O", "C", "H", "H", "H", "H", "H", "H"], "coordinates": [[-2.617686, 0.120895, -0.307218], [-1.335993, -0.274194, -0.401999], [-0.272409, -0.031393, 0.637162], [0.679564, 1.120837, -0.000688], [1.344447, -0.043693, -0.848984], [0.675917, -0.996612, 0.092876], [-0.932828, -0.341411, -1.327599], [-0.849423, 0.110269, 1.669849], [0.495337, 2.015822, -0.803338], [1.049148, 1.688405, 0.842879], [1.448301, -1.435727, 0.992216], [0.315630, -1.933198, -0.545151]], "atomic_forces_ev_per_a": [[6.74, -2.91, -0.10], [-8.55, 5.73, 3.05], [-3.83, 2.01, -0.57], [-1.05, -0.25, -2.79], [-1.30, 1.12, 3.90], [5.16, -3.88, 0.86], [0.88, -1.13, -3.34], [2.10, -0.60, -1.94], [-0.65, -2.51, 1.79], [1.73, -0.61, 0.21], [-1.76, 1.13, -2.67], [0.55, 1.91, 1.60]], "mulliken_charge": [-0.537, -0.308, 0.260, -0.429, -0.360, -0.465, 0.455, 0.356, 0.240, 0.272, 0.233, 0.283]}

***

Record 5
{"formula": "C6H10", "method": "ωB97M-V/def2-TZVPD", "e_homo_ha": -0.3138, "gap_ev": 9.65, "charge": 0, "e_above_lowest_kcal_mol": 25.7, "multiplicity": 1, "total_energy_ev": -6382.746, "symbols": ["C", "C", "C", "C", "C", "C", "H", "H", "H", "H", "H", "H", "H", "H", "H", "H"], "coordinates": [[-1.567999, -1.695785, -1.180520], [-1.507846, -0.688281, -0.306217], [-0.303824, 0.050789, 0.135330], [-0.600292, 1.430749, 0.658289], [0.929958, -0.359818, -0.144703], [2.202792, 0.332236, 0.311897], [-0.661650, -2.002268, -1.678174], [-2.524902, -2.192359, -1.257805], [-2.414646, -0.498541, 0.255856], [-1.047458, 1.426969, 1.653621], [0.298354, 2.027938, 0.696302], [-1.257826, 2.014701, 0.007422], [1.016999, -1.399615, -0.441319], [3.010884, -0.379094, 0.254751], [2.340514, 1.228892, -0.291716], [2.086941, 0.703487, 1.326986]], "atomic_forces_ev_per_a": [[0.01, 0.80, 0.84], [0.20, -1.00, 0.51], [-0.76, 0.93, -1.27], [0.20, 0.34, 0.05], [0.20, -0.62, 1.45], [-1.23, 0.10, -0.42], [-0.22, -0.29, -0.46], [0.23, -0.31, -0.49], [-0.11, 0.40, -0.03], [-0.05, -0.10, 0.03], [0.37, 0.12, 0.27], [-0.22, -0.39, -0.06], [0.19, 0.09, -0.39], [0.50, 0.20, -0.07], [0.56, -0.10, -0.20], [0.11, -0.18, 0.22]], "mulliken_charge": [-0.771, -0.436, 1.055, -1.349, -0.234, -1.310, 0.253, 0.253, 0.277, 0.321, 0.366, 0.340, 0.221, 0.360, 0.310, 0.345]}

***

Record 6
{"formula": "C6H10N3", "method": "ωB97M-V/def2-TZVPD", "e_homo_ha": -0.5128, "gap_ev": 8.59, "charge": 1, "e_above_lowest_kcal_mol": 87.5, "multiplicity": 1, "total_energy_ev": -10844.468, "symbols": ["C", "C", "C", "C", "C", "C", "N", "N", "N", "H", "H", "H", "H", "H", "H", "H", "H", "H", "H"], "coordinates": [[-3.050013, -0.748143, -0.170775], [-3.051146, 1.717966, 0.552531], [0.104178, -0.382059, 0.101636], [-2.710677, 0.549739, 0.124135], [2.186805, -1.416312, 0.704475], [2.129623, 0.466862, -0.890702], [-3.285520, -1.843504, -0.425417], [1.405306, -0.463760, -0.048557], [-0.684287, 0.461799, -0.475587], [-2.384039, 2.560667, 0.608410], [-4.068478, 1.887344, 0.887322], [-0.354685, -1.109229, 0.767225], [1.544151, -2.167267, 1.159141], [2.896383, -1.919654, 0.045583], [2.745054, -0.905475, 1.493682], [3.134983, 0.091242, -1.060266], [1.638386, 0.572787, -1.859742], [2.204348, 1.448360, -0.414774], [-0.400370, 1.198632, -1.098329]], "atomic_forces_ev_per_a": [[-0.44, -0.52, -0.03], [-0.24, 0.29, 0.17], [0.13, -0.26, 0.19], [3.69, 0.27, -1.01], [0.43, -0.41, 0.44], [0.03, 0.38, -0.23], [-0.04, -0.24, -0.01], [-0.16, 0.03, -0.18], [-3.56, 0.59, 0.84], [0.24, 0.03, -0.03], [-0.15, -0.15, -0.03], [0.06, 0.00, -0.02], [-0.02, 0.04, -0.02], [-0.11, 0.03, 0.03], [-0.01, -0.06, -0.07], [-0.05, -0.03, 0.01], [0.03, -0.03, 0.02], [-0.02, -0.03, -0.02], [0.21, 0.10, -0.06]], "mulliken_charge": [0.192, -0.599, 0.377, 0.577, -0.891, -1.112, -0.268, 0.074, -0.506, 0.314, 0.295, 0.244, 0.309, 0.330, 0.359, 0.334, 0.411, 0.362, 0.198]}

***

What is the formula in the third record?
C4H9NO

***

Which value of multiplicity does entry 6 give?
1